# 1
Density functional theory data (ωB97M-V/def2-TZVPD) for a structure of composition C12H15AuBF6N4OS2Se2Te2.

Calculated total energy in Eh: -7655.77875
Expectation value of S²: 2.016
E_HOMO (alpha / beta) in hartree: -0.1453 / -0.1566
Max |F| in eV/Å: 0.54
LUMO level (alpha / beta) in eV: 2.08 / 0.46
M in g/mol: 1030.30

ORCA input file:
```
! wB97M-V def2-TZVPD RIJCOSX def2/J DEFGRID3
* xyz -1 3
Au -0.08 0.78 -0.39
C -0.16 0.13 3.41
N 1.00 -0.52 2.84
C 2.28 -0.53 3.34
C 3.02 -1.30 2.52
N 2.21 -1.76 1.51
B 2.62 -2.80 0.43
N 2.47 -2.27 -1.05
C 2.54 -3.17 -2.08
C 2.58 -2.48 -3.25
N 2.51 -1.15 -2.93
C 2.60 -0.05 -3.87
C 2.43 -1.04 -1.58
S 2.32 0.49 -0.79
C 0.98 -1.25 1.70
S -0.39 -1.47 0.71
H 0.13 0.61 4.34
H -0.95 -0.60 3.58
H -0.56 0.88 2.73
H 2.54 0.02 4.24
H 4.06 -1.57 2.56
H 3.79 -3.05 0.60
H 1.91 -3.76 0.53
H 2.57 -4.22 -1.89
H 2.63 -2.83 -4.27
H 3.08 -0.40 -4.78
H 3.18 0.75 -3.42
H 1.60 0.33 -4.10
Se 0.88 3.00 0.89
Te -0.42 4.37 -0.64
Te -0.08 3.22 -3.08
Se -0.88 0.86 -2.91
C -3.92 1.96 -1.01
C -3.26 1.54 0.32
O -1.92 1.77 0.38
C -3.62 0.06 0.57
F -4.98 -0.13 0.63
F -3.13 -0.42 1.73
F -3.17 -0.72 -0.42
C -3.91 2.40 1.45
F -3.55 3.69 1.32
F -3.53 2.02 2.69
F -5.26 2.39 1.44
H -3.46 1.39 -1.82
H -3.72 3.01 -1.18
H -4.99 1.78 -0.99
*
```

Let us look at the Löwdin charges, expressed in e, one per atom: 0.21 -0.04 -0.12 -0.05 -0.07 -0.03 -0.46 0.01 -0.07 -0.05 -0.12 -0.07 -0.67 0.57 -0.75 0.67 0.09 0.09 0.05 0.11 0.11 0.07 0.07 0.12 0.11 0.09 0.07 0.00 -0.07 0.29 0.10 -0.13 -0.01 -0.49 -0.41 -0.57 0.12 0.11 0.10 -0.54 0.11 0.14 0.12 0.02 0.09 0.09

***

# 2
Density functional theory data (ωB97M-V/def2-TZVPD) for a cluster of 2 separate species, C12H15BCl3NO in total.

Calculated total energy in Eh: -2001.77037
E_HOMO in hartree: -0.3484
Max |F| in eV/Å: 3.44
LUMO level in eV: -1.68
M in g/mol: 306.43

ORCA input file:
```
! wB97M-V def2-TZVPD RIJCOSX def2/J DEFGRID3
* xyz 0 1
Cl 2.86 -1.70 2.37
B 1.99 -0.06 2.24
Cl 2.29 0.98 3.77
Cl 2.57 0.97 0.76
O 0.52 -0.31 2.03
C -0.41 0.53 1.80
C -1.78 0.18 1.98
C -2.75 1.21 2.19
C -4.08 0.89 2.34
C -4.49 -0.46 2.36
C -3.53 -1.47 2.33
C -2.16 -1.16 2.18
H -0.18 1.57 1.60
H -2.42 2.25 2.27
H -4.82 1.68 2.40
H -5.54 -0.70 2.40
H -3.85 -2.52 2.39
H -1.39 -1.94 2.26
C 0.51 2.09 -4.31
C -0.08 0.79 -3.81
C -1.43 0.63 -4.49
C 0.81 -0.31 -4.35
N -0.24 0.74 -2.39
C -0.55 0.71 -1.23
H 1.54 2.24 -3.98
H 0.53 2.01 -5.39
H -0.11 2.95 -4.06
H -1.88 -0.34 -4.24
H -2.10 1.44 -4.22
H -1.27 0.66 -5.56
H 0.43 -1.31 -4.13
H 0.81 -0.19 -5.43
H 1.85 -0.22 -4.02
*
```

Let us look at the Löwdin charges, expressed in e, one per atom: 0.48 -1.83 0.47 0.45 -0.05 -0.09 -0.18 -0.01 -0.07 -0.05 -0.05 0.03 0.13 0.13 0.11 0.11 0.12 0.14 -0.05 -0.66 -0.05 -0.05 0.03 0.13 0.09 0.08 0.09 0.09 0.09 0.09 0.09 0.08 0.09

***

# 3
Density functional theory data (ωB97M-V/def2-TZVPD) for a structure of composition C12H15BrIrN2O5.

Calculated total energy in Eh: -3630.12768
E_HOMO in hartree: -0.4427
Max |F| in eV/Å: 0.71
LUMO level in eV: -4.43
M in g/mol: 539.38

ORCA input file:
```
! wB97M-V def2-TZVPD RIJCOSX def2/J DEFGRID3
* xyz 1 1
Ir 0.91 1.48 -0.51
N 2.94 1.66 -0.89
C 3.40 3.01 -0.46
C 2.21 3.94 -0.21
O 2.31 5.12 -0.22
O 1.05 3.30 0.06
H 3.48 0.93 -0.42
H 3.08 1.51 -1.89
H 4.06 3.46 -1.20
H 3.94 2.92 0.48
C -3.77 1.94 0.00
N -2.92 1.55 1.14
C -3.48 1.39 2.48
C -1.63 1.42 0.94
O -1.11 1.59 -0.19
H -4.80 1.93 0.33
H -3.64 1.23 -0.81
H -3.50 2.93 -0.35
H -4.56 1.42 2.41
H -3.14 2.18 3.14
H -3.19 0.42 2.90
H -1.03 1.14 1.81
Br -1.80 -5.25 0.94
C -0.37 -4.43 0.03
C 0.56 -5.21 -0.65
C 1.61 -4.60 -1.32
C 1.73 -3.22 -1.33
C 0.80 -2.46 -0.64
C -0.25 -3.05 0.05
C 0.90 -1.00 -0.63
O 1.08 -0.28 -1.66
O 0.77 -0.30 0.44
H 0.46 -6.28 -0.66
H 2.33 -5.21 -1.85
H 2.54 -2.74 -1.87
H -0.97 -2.45 0.60
*
```

Let us look at the Löwdin charges, expressed in e, one per atom: 1.51 -0.08 -0.09 -0.57 0.16 -0.21 0.12 0.12 0.14 0.14 0.01 -0.14 0.00 -0.26 -0.16 0.09 0.10 0.11 0.09 0.10 0.10 0.16 0.79 -0.67 -0.09 -0.04 0.00 -0.14 -0.06 -0.53 -0.06 -0.09 0.11 0.12 0.12 0.11

***

# 4
Density functional theory data (ωB97M-V/def2-TZVPD) for a structure of composition C12H15Cl2N3OPbSe2Te2.

Calculated total energy in Eh: -7157.45579
E_HOMO (alpha / beta) in hartree: -0.5251 / -0.5206
Max |F| in eV/Å: 1.00
LUMO level (alpha / beta) in eV: -8.46 / -8.24
M in g/mol: 908.50

ORCA input file:
```
! wB97M-V def2-TZVPD RIJCOSX def2/J DEFGRID3
* xyz 2 1
Pb -0.17 0.36 -0.53
C 0.31 -1.28 2.56
C 1.61 -0.97 2.88
C 2.64 -1.29 2.01
C 2.37 -1.93 0.81
C 1.06 -2.26 0.48
C 0.02 -1.93 1.36
H -0.49 -1.07 3.25
H 1.84 -0.51 3.83
H 3.67 -1.07 2.28
H 3.18 -2.19 0.15
H 0.86 -2.86 -0.39
H -0.99 -2.29 1.18
Se -2.95 -0.02 0.77
Te -3.75 2.08 1.58
Te -2.22 4.01 0.56
Se -1.09 3.01 -1.34
Cl -1.15 1.00 -3.90
C 0.09 -0.20 -4.33
Cl 1.30 -0.28 -3.04
H 0.60 0.10 -5.24
H -0.36 -1.19 -4.43
C 0.44 3.23 3.84
N 1.33 2.72 2.82
C 2.65 3.00 2.83
C 3.47 2.54 1.84
C 2.91 1.74 0.82
N 1.59 1.50 0.83
C 0.79 2.00 1.79
O -0.44 1.83 1.70
N 3.66 1.22 -0.14
H 1.01 3.63 4.67
H -0.22 2.43 4.18
H -0.17 4.03 3.42
H 3.02 3.60 3.64
H 4.52 2.79 1.84
H 4.65 1.41 -0.17
H 3.27 0.65 -0.87
*
```

Let us look at the Löwdin charges, expressed in e, one per atom: 0.97 -0.09 -0.07 -0.08 -0.09 -0.16 -0.21 0.12 0.12 0.12 0.12 0.12 0.09 0.02 0.48 0.52 -0.08 0.50 -0.92 0.48 0.06 0.05 0.02 -0.02 0.01 0.04 -0.35 0.06 -0.58 -0.29 0.22 0.11 0.11 0.09 0.15 0.13 0.14 0.10

***

# 5
Density functional theory data (ωB97M-V/def2-TZVPD) for an isolated molecule of C12H15Cl2NO.

SMILES string: Clc1cccc(CNC[C@H]2CCCO2)c1Cl
Calculated total energy in Eh: -1516.63574
E_HOMO in hartree: -0.3245
Max |F| in eV/Å: 0.59
LUMO level in eV: 0.70
M in g/mol: 260.16

ORCA input file:
```
! wB97M-V def2-TZVPD RIJCOSX def2/J DEFGRID3
* xyz 0 1
Cl 4.56 1.74 0.63
C 3.67 0.31 0.24
C 4.12 -0.91 0.70
C 3.41 -2.06 0.39
C 2.26 -1.98 -0.37
C 1.79 -0.76 -0.84
C 0.50 -0.67 -1.62
N -0.60 -0.07 -0.89
C -0.96 -0.78 0.32
C -2.18 -0.16 1.04
C -2.02 1.35 1.31
C -2.82 2.02 0.19
C -3.46 0.84 -0.57
O -3.37 -0.28 0.29
C 2.51 0.39 -0.52
Cl 1.98 1.94 -1.08
H 5.02 -0.96 1.29
H 3.75 -3.02 0.75
H 1.70 -2.87 -0.61
H 0.19 -1.67 -1.93
H 0.65 -0.07 -2.53
H -0.37 0.90 -0.67
H -0.13 -0.84 1.05
H -1.23 -1.80 0.03
H -2.33 -0.73 1.96
H -2.45 1.59 2.28
H -0.97 1.65 1.33
H -2.19 2.60 -0.48
H -3.59 2.67 0.59
H -4.51 0.99 -0.79
H -2.91 0.63 -1.50
*
```

Let us look at the Löwdin charges, expressed in e, one per atom: 0.68 -0.68 -0.11 -0.07 -0.04 -0.24 -0.20 -0.05 -0.17 -0.33 -0.12 -0.14 -0.20 -0.10 -0.61 0.72 0.11 0.11 0.11 0.12 0.11 0.06 0.12 0.13 0.15 0.11 0.11 0.10 0.10 0.12 0.10

***

# 6
Density functional theory data (ωB97M-V/def2-TZVPD) for a structure of composition C12H15Cr2N10O21.

Calculated total energy in Eh: -4682.15422
Expectation value of S²: 12.068
E_HOMO (alpha / beta) in hartree: -0.2069 / -0.2070
Max |F| in eV/Å: 2.96
LUMO level (alpha / beta) in eV: -0.45 / 0.89
M in g/mol: 739.29

ORCA input file:
```
! wB97M-V def2-TZVPD RIJCOSX def2/J DEFGRID3
* xyz -1 7
Cr -1.35 3.81 -0.56
Cr 2.81 1.24 -0.41
N 2.39 -0.85 -2.86
O 2.46 -0.29 -3.93
O 2.19 -2.04 -2.69
O 2.56 -0.11 -1.79
N 4.59 0.03 1.00
O 3.51 0.65 1.37
O 5.30 -0.52 1.76
O 4.74 0.12 -0.25
N 1.78 4.10 0.55
O 2.29 5.06 1.03
O 2.48 3.07 0.30
O 0.58 4.06 0.24
N -3.41 3.95 -2.22
O -4.29 3.79 -3.00
O -3.04 3.00 -1.41
O -2.74 5.00 -2.09
N -2.06 5.09 1.53
O -2.06 3.82 1.42
O -2.36 5.68 2.51
O -1.74 5.65 0.43
N -0.32 0.83 0.34
O 0.93 0.77 0.26
O -0.94 -0.09 0.81
O -0.96 1.81 -0.11
N 0.57 2.77 -2.79
O 0.71 2.70 -3.97
O 1.31 2.17 -1.98
O -0.38 3.49 -2.33
N -3.22 -3.88 4.55
C -1.88 -4.14 4.59
C -1.28 -3.39 3.61
C -2.30 -2.63 2.97
C -3.49 -2.97 3.56
H -3.88 -4.21 5.23
H -1.42 -4.80 5.31
H -0.22 -3.35 3.45
H -2.17 -1.89 2.19
H -4.49 -2.60 3.45
N -1.34 -1.20 -2.23
C -2.03 -0.02 -2.39
C -1.95 0.32 -3.72
C -1.23 -0.71 -4.39
C -0.87 -1.63 -3.44
H -1.32 -1.72 -1.38
H -2.39 0.52 -1.53
H -2.33 1.22 -4.18
H -1.08 -0.79 -5.45
H -0.39 -2.59 -3.55
N 3.33 -3.39 1.46
C 2.64 -2.61 2.33
C 1.51 -2.14 1.71
C 1.54 -2.68 0.40
C 2.70 -3.38 0.23
H 4.22 -3.82 1.63
H 3.01 -2.42 3.33
H 0.78 -1.47 2.13
H 0.86 -2.51 -0.42
H 3.14 -3.91 -0.59
*
```

Let us look at the Löwdin charges, expressed in e, one per atom: 1.16 1.23 -0.51 0.09 0.04 -0.18 -0.50 -0.07 0.16 -0.01 -0.47 0.14 -0.11 -0.05 -0.52 0.12 -0.09 -0.01 -0.51 -0.05 0.15 -0.06 -0.44 -0.06 0.09 -0.08 -0.49 0.13 -0.05 -0.11 -0.01 -0.15 -0.10 -0.09 -0.14 0.14 0.10 0.07 0.08 0.10 0.02 -0.13 -0.10 -0.10 -0.15 0.13 0.09 0.09 0.09 0.10 0.00 -0.16 -0.12 -0.11 -0.12 0.14 0.11 0.08 0.08 0.11

***

Among the records above, which one has the lowest max |F|?
C12H15AuBF6N4OS2Se2Te2